Entry 1:
Entry from the Open Molecules 2025 dataset: a cluster of 9 separate species, C40H96Cl4O23P2 in total at a distorted geometry (wB97M-V/def2-TZVPD).

Output
Energy: -5835.43923 Ha
LUMO level: 0.6 eV
SMILES string: COP(=O)(OC)OC.COP(=O)(OC)OC.COCCOCCOC.COCCOCCOC.COCCOCCOC.COCCOCCOC.COCCOCCOC.ClCCCl.ClCCCl
Gap between HOMO and LUMO: 9.759 eV

The geometry in XYZ format:
```
165
Properties=species:S:1:pos:R:3:forces:R:3:mulliken_charge:R:1
C 2.4837 -3.9758 -7.1314 0.035 0.957 -0.421 0.2505
O 2.1740 -5.1089 -6.3464 -0.022 -1.043 1.772 -0.3965
P 2.1685 -5.0930 -4.7130 0.144 0.969 0.504 1.0167
O 3.5082 -4.7893 -4.0705 -2.772 -0.705 -1.220 -0.7143
O 0.9300 -4.0401 -4.4224 1.742 -0.949 0.360 -0.3105
C 0.7600 -3.3369 -3.1471 0.499 -0.377 0.217 -0.5173
O 1.4720 -6.5200 -4.2873 0.069 2.561 -1.267 -0.3127
C 2.2123 -7.6967 -4.1442 0.669 -0.959 0.538 -0.6847
H 2.9505 -3.1819 -6.5483 -0.369 0.092 0.136 -0.4771
H 1.5737 -3.6540 -7.6380 -0.105 0.302 0.389 0.2726
H 3.1804 -4.1524 -7.9509 0.200 -0.851 0.262 0.2754
H -0.1188 -3.7296 -2.6356 -0.307 0.345 -0.425 0.3064
H 0.7880 -2.2596 -3.3106 -0.562 -0.143 -0.359 0.2735
H 1.5472 -3.4766 -2.4062 0.545 -0.529 -0.459 0.2433
H 1.9603 -8.4945 -4.8427 -0.271 0.448 -0.545 0.2631
H 1.9304 -8.1111 -3.1763 0.455 0.092 0.211 0.2458
H 3.2796 -7.4920 -4.2285 0.041 -0.161 0.305 0.3113
C 1.0738 -4.7157 5.0168 -0.180 0.149 1.230 -0.9333
O 0.1900 -3.7857 4.3777 0.687 2.389 -0.572 -0.2588
P 0.5406 -2.1575 4.3042 1.012 -1.605 0.543 0.0153
O -0.3429 -1.4078 3.4065 0.097 -0.413 0.313 0.9484
O 2.1113 -2.2285 3.8501 -2.764 -0.677 0.985 -0.4296
C 2.9002 -1.0796 3.6439 1.382 0.002 0.247 -0.4074
O 0.5542 -1.6215 5.8406 0.553 -0.605 -1.477 -0.3342
C -0.6437 -1.5136 6.6024 -0.941 -0.089 0.580 -0.5461
H 1.1902 -5.6265 4.4294 -0.144 0.272 -0.154 0.2742
H 0.6139 -4.9382 5.9796 -0.139 -0.442 -0.043 0.2809
H 2.0463 -4.3166 5.3049 0.074 0.258 -0.602 0.3069
H 3.5004 -0.9426 4.5434 -0.344 0.599 0.260 0.3438
H 2.3496 -0.1898 3.3383 0.053 -0.100 0.023 -0.0902
H 3.6640 -1.3915 2.9315 -0.310 0.315 -0.521 0.3204
H -0.5488 -2.0904 7.5224 0.299 -0.054 -0.063 0.3340
H -1.5470 -1.8766 6.1121 0.152 -0.146 -0.459 0.0807
H -0.8627 -0.4859 6.8923 0.433 0.137 -0.211 0.2660
C 0.1530 3.4339 -3.0802 1.453 -0.181 -0.628 -0.2482
O 0.1247 4.6695 -2.3765 -0.831 -1.010 -0.858 -0.5276
C -0.3348 4.3994 -1.0674 1.192 0.760 0.684 0.9164
C -0.2886 5.7154 -0.3379 -1.321 0.329 -0.327 -0.9039
O 1.0346 6.1611 -0.1783 0.789 1.487 0.156 -0.3282
C 1.0537 7.5464 0.2878 -0.896 -0.655 -0.660 -0.7844
C 0.9204 7.6293 1.7724 -0.200 -0.150 0.199 -0.1063
O -0.4342 7.5408 2.1563 -0.622 0.226 1.074 -0.3012
C -0.6719 7.4963 3.5739 0.066 -0.314 -0.121 -0.5572
H -0.7616 2.8473 -3.1668 -0.381 0.194 0.790 0.0377
H 0.9669 2.8467 -2.6549 -0.299 -0.529 0.359 -0.0309
H 0.4780 3.5021 -4.1184 -0.025 1.003 -0.112 0.4051
H 0.3966 3.8055 -0.5191 0.049 -0.866 -0.195 -0.4108
H -1.3073 3.9078 -1.0888 -0.102 0.146 0.251 0.0247
H -0.7998 5.7251 0.6248 -0.115 -0.418 0.076 0.4440
H -0.8501 6.3885 -0.9858 -0.022 0.544 -0.033 0.4096
H 0.2199 8.0800 -0.1683 -0.271 -0.005 -0.079 0.3960
H 1.9159 8.1393 -0.0173 0.530 -0.864 -0.240 0.4549
H 1.3376 8.5876 2.0817 0.262 0.002 0.454 0.4376
H 1.4500 6.7552 2.1513 0.448 0.168 0.525 -0.0384
H -0.0608 6.7566 4.0912 0.093 -0.519 -0.323 0.0667
H -1.7218 7.2583 3.7447 0.071 -0.122 -0.305 0.2730
H -0.4777 8.3918 4.1643 0.175 0.717 -0.640 0.3582
C -5.4446 0.2926 0.9983 -0.402 -1.290 -1.176 -0.5552
O -5.2138 -1.1123 0.8315 0.143 -0.715 -0.123 -0.3751
C -4.8744 -1.5224 -0.4941 0.803 -1.038 0.638 0.1845
C -4.2694 -2.9953 -0.5195 0.347 1.547 0.186 -1.0332
O -2.9961 -2.9249 0.1141 0.915 0.298 0.772 0.3451
C -2.4600 -4.1854 0.5064 -1.233 -0.876 -0.375 -1.3152
C -1.0486 -4.2373 1.0716 -0.622 2.271 0.142 0.3881
O -0.2298 -3.4803 0.1952 1.379 -0.538 0.275 0.1143
C 1.1880 -3.4236 0.5786 -1.618 -0.041 -0.824 -0.3958
H -6.0240 0.4607 1.9061 0.653 -0.112 0.324 0.2242
H -6.1423 0.5549 0.2030 0.157 0.678 -0.326 0.4034
H -4.4780 0.7876 0.9045 -0.232 0.554 0.244 0.0608
H -4.0762 -0.9236 -0.9327 0.253 0.402 0.222 -0.2382
H -5.7138 -1.3966 -1.1779 -0.376 -0.345 -0.018 0.4791
H -4.0320 -3.2439 -1.5539 -0.617 -0.143 -0.351 0.3215
H -4.8814 -3.7705 -0.0585 -0.306 0.138 0.075 0.4249
H -2.5502 -4.8821 -0.3270 0.294 -0.044 -0.514 0.4673
H -3.1643 -4.6011 1.2270 0.088 -0.203 0.546 0.3825
H -0.7456 -5.2610 1.2916 0.140 -0.264 -0.510 0.4527
H -1.0353 -3.7061 2.0233 -0.076 -0.019 0.368 -0.6138
H 1.3521 -3.1024 1.6072 -0.244 0.027 0.052 -0.1757
H 1.5826 -2.6840 -0.1181 0.332 -0.125 0.161 0.1370
H 1.6265 -4.4080 0.4150 0.221 0.002 0.001 0.3553
C 5.1384 4.2341 0.1936 -0.839 -0.132 -0.551 -0.7863
O 4.3716 3.2757 0.9419 0.383 -0.129 0.140 -0.4629
C 3.0106 3.0406 0.5958 -0.804 1.153 -0.075 -0.1335
C 2.2815 2.0273 1.4780 1.313 -0.725 -0.820 0.5742
O 2.2717 2.3116 2.8327 -0.712 1.127 1.202 -0.3503
C 1.5259 3.5488 3.1135 0.986 -0.704 0.324 -0.4168
C 1.2128 3.6073 4.6283 0.338 -0.684 -0.095 -0.9507
O 0.0435 2.9332 5.0492 0.218 -0.241 -0.142 -0.5709
C 0.0170 1.5677 4.6000 -0.575 0.805 -0.184 -0.0716
H 6.2089 4.0710 0.3178 -0.204 -0.469 0.215 0.2895
H 4.9738 5.2897 0.4100 -0.464 0.054 0.799 0.2810
H 4.8979 4.2053 -0.8692 0.038 -0.507 -0.265 0.3054
H 2.8484 2.7352 -0.4379 0.440 -0.269 -0.344 0.4796
H 2.4284 3.9587 0.6750 0.164 0.536 -0.073 -0.1751
H 2.7984 1.0791 1.3304 0.150 -0.260 0.353 0.4118
H 1.2662 1.8306 1.1339 -0.201 0.452 -0.469 -0.4135
H 0.6682 3.5931 2.4423 -0.458 -0.071 0.248 0.3501
H 2.1854 4.3601 2.8055 -0.002 0.316 0.309 0.4672
H 1.2027 4.5988 5.0809 -0.412 0.269 -0.578 0.4572
H 2.0462 3.1345 5.1479 0.495 -0.235 -0.201 0.3435
H -0.7659 1.0767 5.1781 0.049 -0.014 -0.153 -0.0714
H 0.9618 1.0342 4.7039 0.151 0.210 0.291 0.2584
H -0.2459 1.5921 3.5424 -0.054 -0.478 0.045 -0.0228
C 4.2331 2.5249 -10.9368 -0.867 -1.002 0.975 -0.7798
O 4.8434 1.7074 -9.8955 0.293 1.601 -0.128 -0.3156
C 4.9503 2.4488 -8.6569 -0.247 -0.530 0.205 -0.4966
C 5.7563 1.7344 -7.5613 -0.457 -1.167 -0.798 -0.6201
O 4.8581 0.9083 -6.8207 0.599 0.160 1.268 -0.2246
C 5.5298 0.2562 -5.7083 -2.570 0.026 -0.273 -0.7090
C 4.4923 -0.7025 -5.0501 -0.681 -0.526 0.702 0.0085
O 3.2616 -0.2101 -4.3903 1.009 0.343 -1.891 -0.2391
C 3.4538 0.7918 -3.4225 0.065 -0.832 0.494 0.0068
H 4.7478 3.4267 -11.2683 0.790 -0.333 0.061 0.3010
H 3.2650 2.8985 -10.6034 -0.230 0.019 0.409 0.3323
H 3.9659 1.8442 -11.7452 0.559 0.115 -0.145 0.2749
H 3.9534 2.5334 -8.2244 -0.283 0.198 -0.049 0.2977
H 5.3225 3.4623 -8.8061 0.255 0.015 -0.312 0.3859
H 6.3115 2.4154 -6.9163 -0.176 0.301 0.081 0.3499
H 6.4606 1.0200 -7.9874 0.494 0.312 -0.455 0.3547
H 5.8331 0.9559 -4.9295 0.259 0.430 -0.198 0.3444
H 6.4025 -0.2774 -6.0848 0.007 -0.332 0.173 0.4691
H 4.9846 -1.3313 -4.3082 0.515 0.217 0.310 0.4848
H 4.1008 -1.4564 -5.7330 0.043 0.451 -0.444 -0.4455
H 3.9158 0.2679 -2.5858 0.633 0.560 0.448 0.4075
H 2.4914 1.1234 -3.0325 -0.105 0.006 -0.475 -0.6158
H 4.0104 1.6592 -3.7774 0.157 -0.021 0.036 0.2591
C -4.9273 1.1536 6.0871 -0.523 0.071 -1.700 -0.8047
O -5.0233 0.0668 5.1680 1.084 -0.406 0.007 -0.4458
C -3.8283 -0.0985 4.3620 -1.005 -1.939 0.621 0.1548
C -3.8462 -1.5411 3.7927 -0.861 0.586 -0.473 -0.0887
O -4.0531 -2.5698 4.7332 0.515 -0.746 0.537 -0.5297
C -3.8131 -3.8754 4.1609 -1.476 0.598 0.969 0.6076
C -4.1772 -4.9706 5.1984 -0.066 -0.346 0.413 -0.9688
O -5.5726 -5.2109 5.4758 0.319 1.385 -1.095 -0.3154
C -5.9546 -6.0683 6.5247 -0.063 0.177 -0.455 -0.7192
H -4.7352 1.9924 5.4181 0.254 0.761 0.606 0.3526
H -4.1591 1.0630 6.8550 0.084 -0.229 -0.017 0.2313
H -5.9222 1.2889 6.5113 0.164 -0.108 0.210 0.2816
H -2.9226 0.0469 4.9508 0.030 0.235 0.160 -0.1935
H -3.8287 0.5370 3.4764 0.052 0.439 0.105 0.3621
H -2.9408 -1.6938 3.2051 0.384 -0.009 0.034 0.0048
H -4.6772 -1.6089 3.0906 -0.072 0.191 -0.253 0.5178
H -2.7633 -3.8851 3.8679 0.216 -0.629 0.099 -0.0909
H -4.4292 -4.0252 3.2742 -0.140 0.163 -0.271 0.1831
H -3.6748 -4.6689 6.1175 0.109 -0.183 0.296 0.3462
H -3.8053 -5.9367 4.8573 0.624 0.007 -0.129 0.3800
H -5.9718 -7.1186 6.2337 0.469 -0.259 -0.150 0.2786
H -7.0042 -5.8311 6.6980 0.106 0.180 0.372 0.2451
H -5.3517 -5.9393 7.4236 -0.005 0.081 0.131 0.2998
Cl -3.5453 2.2843 -1.9263 0.227 -0.139 0.330 -0.0755
C -4.1350 2.1976 -3.5997 -0.343 -0.964 -0.283 -0.6311
C -4.8399 0.8098 -3.8377 -0.390 1.428 0.325 -0.4654
Cl -3.7092 -0.5481 -3.8073 0.112 0.031 0.035 -0.1170
H -3.2820 2.3442 -4.2622 -0.092 -0.122 0.031 0.2497
H -4.7901 3.0667 -3.6604 -0.295 -0.409 -0.422 0.4551
H -5.4226 0.7412 -4.7563 0.470 0.334 -0.271 0.4282
H -5.5951 0.6840 -3.0618 0.294 -0.178 0.277 0.1951
Cl -1.4504 1.2388 1.2009 -0.193 1.560 0.017 -0.4058
C -1.1422 -0.3510 0.5652 0.230 -0.969 -1.763 1.1988
C -1.0013 -0.4056 -1.0408 -0.331 0.212 2.525 0.1262
Cl 0.6016 0.1244 -1.5863 0.294 0.070 0.114 0.1378
H -2.0285 -0.9016 0.8807 0.362 -0.474 -0.308 -0.6589
H -0.2488 -0.6944 1.0867 -0.197 -0.319 -0.286 -0.1636
H -1.7193 0.3037 -1.4525 -0.049 -0.451 -0.213 -0.2813
H -1.1032 -1.4459 -1.3498 -0.307 0.213 -0.004 0.0544
```
Forces are in eV/Å.

Entry 2:
Entry from the Open Molecules 2025 dataset: a structure of composition C2H5IO2 at a distorted geometry (wB97M-V/def2-TZVPD).

Output
Energy: -527.25159 Ha
LUMO level: 0.4 eV
Gap between HOMO and LUMO: 9.135 eV

The geometry in XYZ format:
```
10
Properties=species:S:1:pos:R:3:forces:R:3:nbo_charge:R:1
C 0.3291 -1.6711 0.7387 0.528 -1.519 -1.890 -0.2812
C -0.7237 -0.5174 2.4936 1.682 1.102 1.194 0.1269
O -1.1696 1.5222 -0.0631 -0.750 -2.532 -1.604 -0.9413
O -0.8172 -1.2873 1.5257 -0.663 -1.715 -2.264 -0.5281
I -2.6650 -0.1824 3.1891 -1.091 0.241 0.456 0.0352
H -0.0263 -2.3489 -0.2090 0.702 1.999 2.589 0.2166
H 1.0605 -2.2143 1.3234 -0.450 -0.710 0.467 0.2089
H 0.9474 -0.8236 0.4683 -0.674 0.604 -0.542 0.2212
H -1.8085 1.5022 0.6662 0.114 -0.058 -0.225 0.4747
H -1.4109 0.6873 -0.6388 0.601 2.587 1.818 0.4672
```
Forces are in eV/Å.

Entry 3:
Entry from the Open Molecules 2025 dataset: an isolated molecule of C6H8O2 at a distorted geometry (wB97M-V/def2-TZVPD).

Output
Energy: -383.64367 Ha
LUMO level: -0.7 eV
Gap between HOMO and LUMO: 9.278 eV

The geometry in XYZ format:
```
16
Properties=species:S:1:pos:R:3:forces:R:3:nbo_charge:R:1
C 2.3359 0.2032 -0.1743 -1.282 -0.710 -2.373 -0.1523
C 3.1359 0.9248 0.4626 1.516 1.099 1.163 0.1105
C 0.8786 0.0058 -0.0591 0.377 -0.104 2.156 0.2997
C 0.5147 -0.9451 1.0620 0.191 -1.544 -1.484 -0.6497
C -1.9579 -0.1405 -0.6501 3.226 0.266 -3.499 -0.2519
C -0.1366 1.1317 -0.1134 1.317 0.322 -0.507 -0.1075
O 1.6551 -0.4839 -1.1709 -0.324 0.231 0.980 -0.3887
O -1.3438 0.6124 0.3152 -1.032 1.491 1.047 -0.5166
H 0.6279 -0.6392 2.0821 0.306 0.807 0.256 0.2440
H 1.1104 -1.8309 0.8974 0.270 -0.385 0.221 0.2270
H -0.5133 -1.2118 0.9184 -0.331 -0.451 0.281 0.2293
H -2.9356 -0.2860 -0.5073 -3.606 -1.029 1.584 0.1985
H -1.3751 -1.0577 -0.8656 -0.572 -0.015 0.164 0.1619
H -2.0138 0.3774 -1.6528 0.552 -0.016 0.685 0.1640
H -0.2449 1.4423 -1.1683 0.315 0.654 0.477 0.1982
H 0.2626 1.8976 0.6243 -0.924 -0.616 -1.151 0.2336
```
Forces are in eV/Å.

Entry 4:
Entry from the Open Molecules 2025 dataset: a cluster of 3 separate species, C14H31O4P in total at a distorted geometry (wB97M-V/def2-TZVPD).

Output
Energy: -1194.27980 Ha
LUMO level: 0.7 eV
SMILES string: CP(C)[C@@H]1COC(=O)C1.CCOCC.CCOCC
Gap between HOMO and LUMO: 8.800 eV

The geometry in XYZ format:
```
50
Properties=species:S:1:pos:R:3:forces:R:3:nbo_charge:R:1
C 0.9543 -3.2330 -0.0052 0.841 0.328 -0.328 -0.9298
P 1.0557 -1.4187 -0.2982 -1.188 0.677 0.366 0.7550
C 2.0978 -0.6399 1.0105 0.295 -0.539 -0.913 -0.9198
C 1.9592 -1.0364 -1.8716 -0.959 -0.420 -0.025 -0.5287
C 0.9816 -0.2054 -2.7292 0.855 -0.980 0.076 -0.0652
O 1.6564 -0.1481 -3.9947 -0.241 1.572 -0.341 -0.5117
C 2.5334 -1.1665 -4.0841 -3.996 -0.747 4.017 0.8018
O 3.3668 -1.2319 -4.8567 4.037 -0.357 -4.061 -0.5368
C 2.1970 -2.1111 -2.9175 0.885 0.360 -0.183 -0.5255
H 1.8978 -3.7697 0.0261 0.163 -0.118 0.132 0.2173
H 0.4161 -3.3530 0.9213 -0.072 -0.041 0.439 0.2414
H 0.3319 -3.6765 -0.7700 -0.151 -0.027 -0.313 0.2344
H 1.6157 -0.6425 1.9758 -0.069 -0.198 0.277 0.2504
H 3.1022 -1.0522 1.0247 0.172 -0.129 0.373 0.2137
H 2.1901 0.3944 0.7093 -0.024 0.382 -0.066 0.2334
H 2.8700 -0.4532 -1.7903 0.263 0.121 0.599 0.2277
H 0.7765 0.7544 -2.2880 -0.155 0.505 -0.377 0.2077
H 0.0984 -0.8050 -2.9046 -0.660 0.251 0.367 0.1809
H 1.2596 -2.6108 -3.1206 -0.208 -0.416 -0.138 0.2184
H 3.0013 -2.8124 -2.7586 0.143 -0.198 0.146 0.2332
C -5.0830 0.6112 -3.2434 -0.047 -0.072 0.091 -0.6445
C -3.5795 0.3928 -3.2220 -0.069 -0.008 -0.100 -0.0636
O -3.0890 -0.1137 -1.9944 0.174 0.127 0.124 -0.5346
C -3.5998 -1.3676 -1.5849 -0.060 -0.135 -0.034 -0.0646
C -3.3190 -2.4922 -2.5678 0.001 0.039 -0.103 -0.6428
H -5.3822 1.2827 -2.4372 0.017 0.021 -0.020 0.2123
H -5.3860 1.0507 -4.1945 0.024 0.015 0.004 0.2157
H -5.6343 -0.3217 -3.1179 0.005 -0.008 -0.072 0.2024
H -3.0760 1.3491 -3.3676 0.067 -0.028 0.088 0.1877
H -3.2699 -0.2520 -4.0526 -0.056 -0.022 -0.010 0.1580
H -4.6731 -1.2922 -1.3764 -0.019 -0.042 -0.058 0.1580
H -3.1128 -1.5972 -0.6368 0.068 0.161 -0.001 0.1913
H -3.7988 -2.3243 -3.5330 -0.050 -0.037 0.023 0.2037
H -3.6902 -3.4390 -2.1732 0.016 0.008 0.022 0.2152
H -2.2452 -2.5842 -2.7433 -0.001 -0.005 0.035 0.2056
C 1.7598 3.9526 3.2319 0.114 -0.035 0.062 -0.6445
C 0.8474 2.7838 3.5635 -0.038 0.133 -0.001 -0.0642
O 1.5362 1.6127 3.9632 -0.013 -0.230 -0.131 -0.5396
C 2.3460 1.7212 5.1196 0.052 0.086 0.111 -0.0628
C 1.5836 2.1184 6.3723 -0.107 0.046 -0.041 -0.6446
H 2.4691 3.6735 2.4510 -0.028 0.003 -0.018 0.2112
H 1.1714 4.8014 2.8819 -0.014 -0.021 -0.015 0.2170
H 2.3353 4.2820 4.0982 -0.055 0.043 0.016 0.2030
H 0.2840 2.5042 2.6726 0.028 -0.112 0.024 0.1891
H 0.1098 3.0704 4.3214 0.035 0.043 0.025 0.1600
H 3.1789 2.4101 4.9390 -0.025 0.045 0.027 0.1591
H 2.7852 0.7339 5.2659 -0.040 -0.030 -0.108 0.1866
H 1.1388 3.1105 6.2845 0.060 0.026 0.022 0.2035
H 2.2541 2.1305 7.2324 0.011 -0.023 -0.014 0.2160
H 0.7774 1.4099 6.5688 0.023 -0.015 0.007 0.2124
```
Forces are in eV/Å.